Computed, not measured: a 9-piece molecular cluster, C29H34Cl6N6O2 overall at a distorted geometry, with ωB97M-V with the def2-TZVPD basis set.

Properties
HOMO ... -9.53 eV
SMILES ... C[N+](=O)[O-].c1ccncc1.c1ccncc1.c1ccncc1.c1ccncc1.c1ccncc1.ClCCl.ClCCl.ClCCl
Frontier orbital gap ... 9.717 eV
LUMO level ... 0.19 eV

```
77
C29H34Cl6N6O2 ωB97M-V with the def2-TZVPD basis set
N -3.350 1.784 0.534
C -2.906 2.416 -0.540
C -2.936 3.799 -0.668
C -3.416 4.536 0.396
C -3.966 3.867 1.476
C -3.923 2.479 1.518
H -2.408 1.829 -1.302
H -2.554 4.227 -1.587
H -3.377 5.618 0.394
H -4.407 4.453 2.272
H -4.365 1.865 2.289
N 2.753 -6.334 2.557
C 3.779 -5.519 2.292
C 3.626 -4.211 1.866
C 2.355 -3.695 1.654
C 1.280 -4.513 1.989
C 1.536 -5.798 2.427
H 4.758 -5.977 2.382
H 4.513 -3.641 1.612
H 2.252 -2.697 1.251
H 0.287 -4.188 1.701
H 0.733 -6.467 2.726
N 3.072 -0.578 -1.159
C 4.276 -0.904 -0.681
C 5.282 -1.401 -1.503
C 5.035 -1.602 -2.844
C 3.787 -1.263 -3.337
C 2.863 -0.709 -2.468
H 4.408 -0.753 0.385
H 6.257 -1.541 -1.051
H 5.796 -2.061 -3.461
H 3.540 -1.460 -4.372
H 1.904 -0.384 -2.853
N -0.545 6.001 2.016
C 0.352 5.931 3.003
C 1.441 5.084 2.966
C 1.563 4.218 1.895
C 0.670 4.281 0.838
C -0.373 5.203 0.984
H 0.220 6.563 3.872
H 2.271 5.145 3.659
H 2.385 3.516 1.782
H 0.827 3.738 -0.081
H -1.100 5.254 0.179
N -3.688 1.439 -4.588
C -4.839 1.075 -5.140
C -5.184 -0.247 -5.392
C -4.255 -1.233 -5.111
C -3.058 -0.881 -4.511
C -2.847 0.462 -4.255
H -5.532 1.877 -5.365
H -6.126 -0.509 -5.853
H -4.529 -2.253 -5.357
H -2.340 -1.627 -4.203
H -1.901 0.777 -3.825
C 0.446 0.697 0.541
N -0.171 -0.479 -0.107
O -0.643 -0.321 -1.207
O -0.122 -1.539 0.472
H -0.314 1.479 0.536
H 1.315 0.989 -0.034
H 0.653 0.492 1.580
C -2.260 -2.397 3.391
Cl -3.567 -3.502 2.929
Cl -2.747 -0.694 3.281
H -2.050 -2.658 4.419
H -1.426 -2.543 2.719
C 3.175 0.552 4.250
Cl 3.524 -0.580 2.910
Cl 1.594 1.313 4.025
H 3.167 0.030 5.196
H 3.942 1.313 4.217
C -0.970 -3.331 -2.050
Cl -0.985 -5.025 -1.511
Cl 0.349 -2.960 -3.164
H -1.902 -3.187 -2.582
H -0.901 -2.643 -1.218
```

Computed, not measured: a 4-piece molecular cluster, C3H13NO3 overall at a distorted geometry, with ωB97M-V with the def2-TZVPD basis set.

Properties
HOMO (alpha / beta) ... 1.04 / -5.20 eV
Energy relative to the best compared isomer or geometry (same formula, charge and spin) ... 109.2 kJ/mol
Spin multiplicity ... 2
Net charge ... -1
Frontier orbital gap (alpha / beta) ... 1.982 / 8.164 eV
LUMO level (alpha / beta) ... 3.02 / 2.96 eV
<S²> ... 0.750

```
20
C3H13NO3 ωB97M-V with the def2-TZVPD basis set
C 0.590 0.724 1.422
C -0.677 0.892 1.772
N -1.190 1.784 2.711
C -2.646 1.839 2.862
H 1.432 1.239 1.872
H 0.821 -0.102 0.772
H -1.463 0.321 1.296
H -0.648 2.593 2.948
H -3.005 0.814 3.000
H -2.858 2.339 3.801
H -3.065 2.165 1.906
H 1.083 -3.406 -0.556
H 0.136 -3.236 -1.647
O 0.971 -2.848 -1.342
H 2.896 -1.116 -3.315
H 2.152 -0.491 -4.432
O 2.045 -1.232 -3.794
H 0.991 -0.784 -2.286
H -0.122 0.126 -2.700
O 0.267 -0.240 -1.896
```

Computed, not measured: a 9-piece molecular cluster, C50H116N6O9 overall at a distorted geometry, with ωB97M-V with the def2-TZVPD basis set.

Properties
HOMO ... -8.10 eV
Energy relative to the best compared isomer or geometry (same formula, charge and spin) ... 343.2 kJ/mol
SMILES ... CC1(C)CCCC(C)(C)N1O.CC1(C)CCCC(C)(C)N1O.CC1(C)CCCC(C)(C)N1O.CC1(C)CCCC(C)(C)N1O.COC[C@H](C)N.COC[C@H](C)N.CCO.CCO.CCO
Frontier orbital gap ... 8.315 eV
LUMO level ... 0.22 eV

```
181
C50H116N6O9 ωB97M-V with the def2-TZVPD basis set
C -0.247 -1.251 0.747
C -0.517 0.183 0.225
O -1.822 0.467 -0.286
H -0.067 -2.015 -0.010
H -1.156 -1.639 1.205
H 0.497 -1.247 1.543
H 0.165 0.441 -0.585
H -0.242 0.877 1.018
H -2.100 1.274 0.153
C -3.537 2.099 4.814
C -4.439 3.313 4.600
O -4.170 3.894 3.304
H -3.328 1.898 5.865
H -2.502 2.231 4.497
H -3.770 1.133 4.368
H -4.247 3.989 5.434
H -5.496 3.052 4.541
H -4.474 4.800 3.211
C -3.157 -0.042 -7.311
C -1.898 -0.332 -6.358
O -2.184 -0.981 -5.163
H -3.979 0.341 -6.707
H -3.486 -0.909 -7.884
H -2.860 0.679 -8.074
H -1.445 0.632 -6.124
H -1.104 -0.857 -6.889
H -2.338 -0.283 -4.522
C 4.444 1.570 9.200
C 3.672 2.726 8.616
C 3.749 3.892 9.669
C 3.583 5.321 9.091
C 4.328 5.539 7.737
C 4.160 4.386 6.708
N 4.347 3.108 7.360
O 4.402 2.036 6.476
C 2.800 4.455 5.935
C 5.288 4.671 5.633
C 2.184 2.413 8.486
H 4.406 1.528 10.289
H 5.517 1.684 9.045
H 4.077 0.616 8.822
H 2.932 3.877 10.390
H 4.681 3.837 10.233
H 3.922 6.054 9.822
H 2.507 5.483 9.035
H 5.350 5.489 8.111
H 4.175 6.548 7.355
H 2.685 5.400 5.404
H 2.599 3.701 5.173
H 1.910 4.463 6.565
H 6.215 4.597 6.201
H 5.310 4.010 4.766
H 5.182 5.678 5.229
H 2.059 1.780 7.608
H 1.489 3.253 8.491
H 1.803 1.794 9.299
H 5.345 1.869 6.406
C -3.491 9.972 -5.301
C -2.879 8.507 -5.407
C -3.911 7.629 -6.263
C -3.836 7.792 -7.800
C -2.382 7.695 -8.277
C -1.350 8.615 -7.524
N -1.545 8.515 -6.042
O -0.594 9.214 -5.293
C 0.118 8.182 -7.876
C -1.572 9.998 -8.049
C -2.866 7.758 -4.033
H -2.678 10.686 -5.436
H -4.068 10.194 -4.403
H -4.203 10.280 -6.067
H -3.803 6.572 -6.020
H -4.940 7.892 -6.019
H -4.251 8.749 -8.115
H -4.503 7.143 -8.368
H -2.397 7.795 -9.362
H -2.100 6.664 -8.063
H 0.258 7.290 -7.266
H 0.267 7.840 -8.900
H 0.882 8.861 -7.499
H -2.509 10.393 -7.655
H -0.809 10.605 -7.563
H -1.581 10.131 -9.131
H -3.845 7.531 -3.611
H -2.370 8.398 -3.303
H -2.257 6.860 -4.138
H -0.096 8.527 -4.844
C 6.420 -7.115 5.288
C 4.966 -6.815 4.852
C 5.025 -6.307 3.374
C 5.386 -7.298 2.290
C 4.464 -8.513 2.488
C 4.319 -9.086 3.938
N 4.110 -8.007 4.934
O 3.984 -8.500 6.232
C 3.072 -9.970 3.826
C 5.488 -10.030 4.265
C 4.387 -5.692 5.651
H 6.406 -7.851 6.092
H 6.932 -6.252 5.713
H 6.990 -7.612 4.502
H 4.086 -5.815 3.122
H 5.744 -5.505 3.207
H 6.450 -7.467 2.456
H 5.096 -6.856 1.336
H 4.881 -9.288 1.844
H 3.468 -8.421 2.055
H 3.112 -10.665 2.988
H 2.888 -10.498 4.762
H 2.153 -9.471 3.520
H 6.492 -9.611 4.196
H 5.394 -10.583 5.199
H 5.588 -10.858 3.563
H 4.389 -5.922 6.717
H 3.387 -5.345 5.391
H 5.044 -4.823 5.643
H 3.098 -8.209 6.458
C -2.090 -7.785 -3.052
C -1.968 -8.538 -4.376
C -2.977 -9.742 -4.307
C -3.388 -10.295 -5.681
C -3.755 -9.318 -6.737
C -2.672 -8.202 -6.803
N -2.244 -7.644 -5.469
O -1.339 -6.643 -5.523
C -1.481 -8.736 -7.728
C -3.280 -6.969 -7.532
C -0.536 -9.146 -4.416
H -3.096 -7.383 -2.932
H -1.844 -8.382 -2.174
H -1.485 -6.878 -3.040
H -2.664 -10.674 -3.836
H -3.848 -9.428 -3.732
H -2.508 -10.769 -6.115
H -4.183 -11.012 -5.477
H -4.674 -8.857 -6.373
H -4.089 -9.736 -7.686
H -1.328 -9.814 -7.779
H -0.565 -8.248 -7.396
H -1.642 -8.389 -8.749
H -2.523 -6.289 -7.921
H -3.913 -6.487 -6.787
H -3.857 -7.317 -8.389
H -0.404 -9.964 -3.707
H -0.429 -9.612 -5.395
H 0.190 -8.334 -4.375
H -1.863 -5.932 -5.148
C 6.525 8.737 -3.068
C 5.631 9.216 -2.012
C 4.745 8.054 -1.394
O 3.679 7.730 -2.231
C 3.098 6.465 -2.096
N 6.309 9.993 -0.987
H 7.147 7.984 -2.585
H 7.083 9.548 -3.538
H 6.017 8.145 -3.829
H 4.840 9.764 -2.524
H 4.319 8.453 -0.474
H 5.389 7.221 -1.113
H 2.540 6.405 -1.161
H 3.831 5.661 -2.153
H 2.485 6.192 -2.955
H 6.787 10.720 -1.500
H 7.083 9.485 -0.584
C -7.569 -3.819 2.694
C -8.295 -2.571 2.253
C -8.467 -1.562 3.396
O -9.557 -1.759 4.375
C -9.622 -0.828 5.455
N -7.584 -2.023 1.147
H -6.536 -3.557 2.926
H -7.562 -4.558 1.892
H -7.993 -4.278 3.587
H -9.282 -2.892 1.921
H -8.607 -0.614 2.878
H -7.487 -1.526 3.872
H -9.892 0.167 5.101
H -8.659 -0.763 5.962
H -10.445 -1.169 6.083
H -6.614 -1.795 1.313
H -8.013 -1.132 0.943
```

Computed, not measured: C20H14N4O4PbS2Se as an isolated structure at a distorted geometry, with ωB97M-V with the def2-TZVPD basis set.

Properties
HOMO (alpha / beta) ... -13.77 / -13.77 eV
Energy relative to the best compared isomer or geometry (same formula, charge and spin) ... 0.0 kJ/mol
Net charge ... +2
Frontier orbital gap (alpha / beta) ... 5.953 / 3.074 eV
LUMO level (alpha / beta) ... -7.82 / -10.70 eV

```
46
C20H14N4O4PbS2Se ωB97M-V with the def2-TZVPD basis set
Pb 15.409 5.422 5.411
Se 21.291 5.178 11.104
N 21.307 5.450 9.337
C 20.079 5.170 8.898
C 19.679 5.133 7.520
C 20.631 5.352 6.523
C 20.232 5.231 5.167
C 18.867 5.117 4.995
N 17.916 5.082 5.937
C 18.304 5.019 7.208
C 17.320 4.786 8.263
N 16.060 4.576 7.931
C 15.068 4.465 8.874
C 15.360 4.280 10.162
C 16.713 4.409 10.579
C 17.691 4.763 9.632
C 19.067 4.912 9.974
N 19.522 4.832 11.215
H 21.666 5.446 6.896
H 20.955 5.176 4.346
H 18.473 5.072 4.007
H 14.037 4.467 8.574
H 14.564 4.058 10.870
H 17.037 4.325 11.620
O 14.640 8.995 5.774
S 15.890 8.521 6.304
O 16.607 9.507 7.064
O 15.880 7.224 6.949
S 16.050 7.826 4.184
C 12.052 7.030 7.428
C 11.944 6.262 6.120
O 12.989 5.904 5.512
C 10.612 5.908 5.637
C 9.447 6.210 6.309
C 8.231 6.066 5.655
C 8.100 5.474 4.377
C 9.287 4.993 3.830
C 10.535 5.239 4.372
H 13.050 7.464 7.546
H 11.860 6.410 8.314
H 11.274 7.770 7.443
H 9.428 6.561 7.357
H 7.324 6.371 6.207
H 7.120 5.219 3.936
H 9.202 4.413 2.857
H 11.480 4.841 3.994
```

Computed, not measured: a 12-piece molecular cluster, C28H73F3N3O12 overall at a distorted geometry, with ωB97M-V with the def2-TZVPD basis set.

Properties
HOMO ... -11.00 eV
Net charge ... +1
Frontier orbital gap ... 6.397 eV
LUMO level ... -4.60 eV

```
119
C28H73F3N3O12 ωB97M-V with the def2-TZVPD basis set
N 3.301 -0.753 1.150
C 3.807 0.292 0.406
N 4.865 0.920 0.861
N 5.301 1.908 0.114
C 4.797 2.358 -1.002
C 3.652 1.706 -1.524
C 3.121 0.652 -0.819
C 1.867 -0.072 -1.297
O 0.985 -0.330 -0.200
C 0.077 0.645 0.006
F -0.583 0.304 1.124
F 0.605 1.855 0.223
F -0.811 0.749 -1.004
H 3.304 -1.621 0.617
H 3.807 -0.836 2.028
H 6.130 2.392 0.457
H 5.241 3.208 -1.512
H 3.189 2.039 -2.451
H 2.104 -1.030 -1.782
H 1.393 0.555 -2.068
C -3.467 0.000 -4.004
C -2.546 1.169 -4.299
O -2.311 1.940 -3.123
H -4.421 0.354 -3.611
H -3.654 -0.588 -4.904
H -3.030 -0.654 -3.244
H -2.992 1.830 -5.041
H -1.586 0.814 -4.685
H -1.907 1.357 -2.469
C 4.523 1.820 5.140
C 3.634 2.495 4.119
O 4.379 2.850 2.953
H 5.341 2.477 5.439
H 3.946 1.545 6.023
H 4.975 0.915 4.723
H 3.199 3.405 4.528
H 2.819 1.828 3.818
H 4.741 2.034 2.597
C -2.549 1.547 4.078
C -3.520 2.209 3.117
O -2.862 2.591 1.913
H -1.727 2.224 4.315
H -3.048 1.261 5.006
H -2.110 0.652 3.628
H -3.939 3.111 3.561
H -4.343 1.529 2.872
H -2.499 1.797 1.510
C -0.715 -3.678 -1.063
C 0.539 -4.398 -0.607
O 1.459 -3.479 -0.008
H -0.466 -2.894 -1.782
H -1.416 -4.373 -1.527
H -1.211 -3.192 -0.217
H 1.043 -4.862 -1.452
H 0.297 -5.178 0.121
H 1.019 -3.075 0.748
C 0.394 -2.670 3.299
C 1.623 -3.405 3.810
O 2.499 -2.516 4.494
H 0.686 -1.860 2.625
H -0.276 -3.349 2.766
H -0.157 -2.216 4.126
H 2.180 -3.839 2.979
H 1.334 -4.212 4.491
H 2.019 -2.139 5.241
C -7.205 -2.418 -5.450
C -6.032 -2.125 -6.367
O -5.062 -3.167 -6.286
H -6.865 -2.521 -4.418
H -7.949 -1.620 -5.497
H -7.685 -3.359 -5.726
H -5.543 -1.196 -6.076
H -6.365 -2.028 -7.405
H -5.491 -3.986 -6.553
C -5.098 -6.274 -2.711
C -3.837 -6.977 -2.243
O -2.933 -6.052 -1.639
H -4.852 -5.488 -3.427
H -5.786 -6.976 -3.181
H -5.607 -5.795 -1.870
H -3.321 -7.435 -3.086
H -4.078 -7.761 -1.519
H -3.384 -5.654 -0.887
C -4.199 3.861 -0.447
C -5.157 4.503 -1.429
O -4.474 4.873 -2.625
H -3.386 4.545 -0.203
H -4.709 3.579 0.474
H -3.744 2.968 -0.882
H -5.595 5.407 -1.008
H -5.970 3.813 -1.684
H -4.095 4.071 -3.001
C 4.575 -0.666 7.943
C 3.073 -0.848 7.853
O 2.757 -2.162 7.398
H 5.027 -0.847 6.967
H 4.826 0.344 8.272
H 5.020 -1.377 8.643
H 2.647 -0.145 7.135
H 2.598 -0.678 8.823
H 3.119 -2.793 8.027
C 1.425 -0.772 -7.181
C 0.679 -0.268 -5.963
O 1.528 -0.271 -4.809
H 1.797 -1.783 -7.010
H 0.779 -0.780 -8.059
H 2.293 -0.141 -7.392
H -0.173 -0.911 -5.743
H 0.310 0.748 -6.128
H 2.274 0.304 -5.002
C 5.440 7.073 1.745
C 3.941 6.839 1.720
O 3.641 5.499 1.333
H 5.873 6.877 0.762
H 5.672 8.100 2.032
H 5.924 6.395 2.452
H 3.463 7.502 1.000
H 3.504 7.028 2.706
H 4.055 4.909 1.976
```

Computed, not measured: a 3-piece molecular cluster, C5H11NO2 overall at a distorted geometry, with ωB97M-V with the def2-TZVPD basis set.

Properties
HOMO ... -8.85 eV
Energy relative to the best compared isomer or geometry (same formula, charge and spin) ... 116.3 kJ/mol
SMILES ... Cc1cc[nH]c1.O.O
Frontier orbital gap ... 9.506 eV
LUMO level ... 0.66 eV

```
19
C5H11NO2 ωB97M-V with the def2-TZVPD basis set
C 0.292 1.840 0.921
C 0.056 0.535 0.226
C -0.180 0.221 -1.092
N -0.297 -1.128 -1.203
C -0.106 -1.696 0.014
C -0.023 -0.699 0.941
H -0.523 2.517 0.835
H 0.499 1.691 1.976
H 1.170 2.355 0.520
H -0.174 0.906 -1.922
H -0.272 -1.671 -2.046
H 0.019 -2.713 0.147
H -0.021 -0.949 1.987
H -2.302 0.462 0.772
H -2.630 0.724 -0.563
O -3.083 0.373 0.215
H 2.709 -0.136 0.734
H 2.523 0.226 -0.705
O 3.209 -0.032 -0.078
```

Computed, not measured: one molecule with the formula C3H4N2O at a distorted geometry, with ωB97M-V with the def2-TZVPD basis set.

Properties
HOMO ... -8.69 eV
Energy relative to the best compared isomer or geometry (same formula, charge and spin) ... 153.7 kJ/mol
SMILES ... Oc1cn[nH]c1
Frontier orbital gap ... 9.481 eV
LUMO level ... 0.80 eV

```
10
C3H4N2O ωB97M-V with the def2-TZVPD basis set
O 1.943 0.627 -0.318
C 0.651 0.274 -0.103
C 0.022 -0.696 0.683
N -1.304 -0.500 0.429
N -1.575 0.432 -0.469
C -0.378 0.909 -0.805
H 2.521 0.090 0.222
H 0.298 -1.688 0.982
H -2.050 -0.973 0.914
H -0.201 1.655 -1.561
```

Computed, not measured: one molecule with the formula C3H2OS4 at a distorted geometry, with ωB97M-V with the def2-TZVPD basis set.

Properties
HOMO ... -9.21 eV
Energy relative to the best compared isomer or geometry (same formula, charge and spin) ... 41.2 kJ/mol
SMILES ... O=C(S)C(=S)C(=S)S
Frontier orbital gap ... 7.549 eV
LUMO level ... -1.66 eV

```
10
C3H2OS4 ωB97M-V with the def2-TZVPD basis set
C -0.967 1.007 0.030
C 0.386 0.373 0.072
C 0.360 -1.157 0.173
H -0.152 2.290 -1.847
H -0.416 -0.621 2.247
O -1.763 0.765 0.938
S -1.517 2.018 -1.390
S 1.709 1.267 0.144
S -0.121 -1.833 1.707
S 0.930 -2.022 -1.058
```

Number 1: E_tot -4365.4832 Eh. Number 2: E_tot -402.4808 Eh. Number 3: E_tot -2979.9403 Eh. Number 4: E_tot -4680.5333 Eh. Number 5: E_tot -2477.0427 Eh. Number 6: E_tot -402.3339 Eh. Number 7: E_tot -301.4287 Eh. Number 8: E_tot -1783.4463 Eh.